Record 1
Density functional theory data (ωB97M-V/def2-TZVPD) for a molecular structure, C20H26N8OSSeY in a non-equilibrium geometry.

Structure (XYZ):
```
58
Properties=species:S:1:pos:R:3:forces:R:3:mulliken_charge:R:1
Y 0.235 0.231 0.322 -0.53 0.32 0.09 0.0228
C 0.016 2.517 3.268 0.02 -0.09 -0.06 -2.4269
C -0.351 2.504 1.804 0.06 0.22 -0.04 1.3516
C 0.607 2.878 0.831 -0.11 0.21 0.09 0.5919
C 2.007 3.259 1.252 -0.03 -0.08 0.00 -2.5095
C 0.215 3.013 -0.518 0.02 -0.09 0.12 1.5363
C 1.156 3.642 -1.520 0.00 -0.08 0.05 -1.9497
C -1.085 2.638 -0.918 0.12 -0.07 0.02 0.9137
C -1.462 2.739 -2.372 -0.06 0.00 0.05 -2.3738
C -2.034 2.252 0.050 0.10 -0.01 0.05 0.8655
C -3.458 1.947 -0.332 0.05 -0.08 -0.03 -2.2679
C -1.684 2.260 1.416 0.20 -0.09 -0.04 1.4555
C -2.759 2.080 2.457 0.06 -0.10 -0.04 -2.2091
H -0.117 3.525 3.671 -0.02 -0.02 0.04 0.3925
H 1.051 2.234 3.432 -0.01 0.01 0.00 0.3761
H -0.605 1.836 3.845 0.01 0.00 0.02 0.5746
H 2.019 4.293 1.605 0.04 0.00 -0.01 0.4129
H 2.713 3.168 0.431 0.02 0.03 0.01 0.5568
H 2.370 2.630 2.059 0.01 0.01 -0.01 0.3396
H 1.803 4.369 -1.038 0.02 -0.02 0.00 0.5108
H 0.599 4.169 -2.289 0.01 -0.02 -0.02 0.5101
H 1.788 2.898 -2.010 0.02 0.06 -0.06 0.2346
H -1.866 3.732 -2.587 0.03 0.01 -0.01 0.4034
H -2.217 2.010 -2.645 0.01 0.00 -0.01 0.4229
H -0.604 2.569 -3.017 -0.01 0.01 -0.02 0.5340
H -4.064 2.854 -0.258 -0.01 0.00 0.01 0.4309
H -3.887 1.190 0.319 -0.03 0.01 -0.01 0.5308
H -3.544 1.580 -1.349 0.00 -0.02 0.01 0.3710
H -2.932 1.023 2.674 -0.03 0.01 0.02 0.2954
H -3.697 2.506 2.110 -0.02 -0.04 -0.01 0.4887
H -2.498 2.583 3.383 0.00 -0.03 0.01 0.5155
C 2.582 -4.942 -1.171 -0.01 -0.04 -0.01 -1.2765
C 3.013 -3.557 -1.464 -0.21 0.14 0.15 0.8652
N 3.999 -3.190 -2.204 0.21 -0.16 -0.14 -0.7695
N 3.974 -1.831 -2.180 -0.11 0.16 0.13 0.2618
C 2.989 -1.324 -1.436 -0.07 -0.36 -0.09 0.3174
S 2.629 0.298 -1.200 -0.25 0.45 0.06 -0.4466
N 2.360 -2.434 -0.964 0.20 -0.22 -0.10 0.1629
N 1.270 -2.419 -0.099 -0.03 0.26 0.12 -0.5135
H 3.273 -5.634 -1.644 0.01 0.02 -0.01 0.3594
H 1.581 -5.123 -1.566 0.00 -0.01 0.02 0.3049
H 2.572 -5.134 -0.097 0.01 0.00 0.00 0.3267
H 4.661 -1.301 -2.689 0.01 0.02 -0.04 0.1705
H 1.504 -2.946 0.738 0.06 0.06 0.09 0.3353
H 0.482 -2.868 -0.557 -0.12 0.10 -0.09 0.3519
Se -0.869 -0.703 -1.922 -0.20 -0.46 -1.47 -0.2144
C -2.370 -1.238 -1.039 -0.45 -0.16 0.17 0.4299
N -3.316 -1.585 -0.473 0.08 0.04 0.00 -0.6006
N -1.604 -2.967 2.821 -0.10 0.03 -0.08 -0.4123
C -0.728 -2.022 2.485 0.02 -0.19 0.17 1.1624
O -1.044 -1.151 1.616 0.37 0.36 -0.05 -0.2663
C 0.581 -2.020 3.085 -0.16 -0.20 0.01 -0.2752
C 1.340 -0.967 2.623 -0.03 0.26 -0.19 0.8111
N 1.713 -0.041 2.019 0.75 -0.17 1.04 -0.6547
C 1.055 -3.040 3.938 0.21 -0.02 0.14 -0.3715
N 1.456 -3.892 4.604 -0.14 0.00 -0.04 -0.4490
H -2.510 -2.967 2.378 0.02 0.01 -0.04 0.2755
H -1.389 -3.660 3.519 -0.01 0.02 0.03 0.2145
```
Forces are in eV/Å.

Multiplicity: 1
HOMO-LUMO gap (eV): 8.7
Strongest force on any atom (Eh/bohr): 0.0302
Molecular weight (g/mol): 594.4
Charge: +1
LUMO energy (eV): -2.896
Energy above the lowest of the compared OMol25 structures with the same formula, charge and spin (kcal/mol): 12.9

***

Record 2
Density functional theory data (ωB97M-V/def2-TZVPD) for C5H9Cl in the gas phase in a non-equilibrium geometry.

Structure (XYZ):
```
15
Properties=species:S:1:pos:R:3:forces:R:3:mulliken_charge:R:1
Cl -1.538 2.126 0.800 0.42 1.30 0.48 -0.1994
C -1.953 0.639 0.009 -0.15 -1.88 1.90 -0.5570
C -0.757 -0.146 -0.475 -0.19 0.23 0.02 -0.8911
C 0.380 -0.550 0.431 -0.84 1.36 0.14 0.0551
C 1.585 -0.905 -0.317 1.16 -1.11 2.62 -0.6794
C 1.570 0.394 0.388 -0.08 0.09 1.58 -0.4915
H -2.510 0.051 0.795 0.32 0.50 -1.02 0.3008
H -2.581 0.868 -0.816 -0.66 0.10 -0.58 0.3660
H -1.176 -1.045 -0.888 -0.24 -0.54 -0.57 0.3533
H -0.345 0.455 -1.279 0.28 -0.14 -0.40 0.3345
H 0.140 -1.001 1.374 -0.06 -0.36 0.22 0.4156
H 1.482 -0.900 -1.316 -0.16 -0.16 -3.43 0.2710
H 2.199 -1.707 0.094 0.04 0.32 -0.22 0.2542
H 2.169 0.394 1.326 -0.48 0.54 -0.94 0.2350
H 1.335 1.327 -0.126 0.65 -0.25 0.17 0.2330
```
Forces are in eV/Å.

Multiplicity: 1
HOMO-LUMO gap (eV): 11.2
Strongest force on any atom (Eh/bohr): 0.0668
Molecular weight (g/mol): 104.6
LUMO energy (eV): 1.108
Energy above the lowest of the compared OMol25 structures with the same formula, charge and spin (kcal/mol): 23.9

***

Record 3
Density functional theory data (ωB97M-V/def2-TZVPD) for a molecular structure, C43H57BaGeN8O5S2Se.

Structure (XYZ):
```
118
Properties=species:S:1:pos:R:3:forces:R:3:mulliken_charge:R:1
Ba -0.146 0.050 -0.330 0.30 -0.22 -0.05 1.1092
N -1.405 -1.025 2.199 -0.08 0.05 -0.06 -0.0409
C -1.132 -2.289 2.874 0.03 0.01 -0.01 -1.1276
C -0.757 -3.360 1.861 0.03 -0.01 0.01 -0.7912
N 0.428 -3.046 1.069 -0.04 0.01 -0.01 1.1520
C 0.588 -3.991 -0.033 0.01 -0.02 -0.01 -0.9657
C 1.428 -3.435 -1.175 -0.01 -0.01 0.02 -0.9175
N 0.725 -2.353 -1.858 -0.01 0.05 -0.05 -0.0198
C 1.639 -2.978 1.886 0.04 0.04 0.02 -1.7155
C 2.070 -1.567 2.266 -0.04 -0.03 -0.04 0.2433
N 2.329 -0.773 1.069 -0.01 0.03 0.18 -0.1181
H -1.592 -0.272 2.850 0.05 0.00 0.01 0.0642
H -2.221 -1.128 1.601 -0.01 0.02 0.02 0.0655
H -1.984 -2.667 3.453 -0.01 -0.01 -0.01 0.5502
H -0.319 -2.138 3.587 -0.01 0.00 0.01 0.3113
H -1.597 -3.481 1.172 0.00 0.00 0.00 0.3699
H -0.638 -4.318 2.397 0.01 0.00 0.00 0.3020
H -0.403 -4.237 -0.422 0.01 0.00 -0.02 0.5888
H 1.028 -4.940 0.314 -0.01 -0.01 0.01 0.2803
H 1.698 -4.262 -1.842 0.00 0.00 0.00 0.4833
H 2.361 -3.030 -0.779 0.00 0.00 -0.01 0.3340
H 0.053 -2.713 -2.528 0.00 0.00 0.00 0.0944
H 1.359 -1.757 -2.380 0.00 -0.01 -0.01 0.0938
H 2.462 -3.437 1.330 0.00 0.00 0.01 0.5347
H 1.521 -3.580 2.800 0.00 0.00 0.01 0.3098
H 2.936 -1.647 2.938 0.00 0.00 0.00 0.3934
H 1.280 -1.057 2.816 -0.01 -0.01 0.01 -0.2232
H 3.198 -1.036 0.617 -0.04 0.03 -0.08 0.1639
H 2.416 0.211 1.303 0.09 -0.02 -0.02 -0.2035
S 1.037 1.637 -5.326 -0.01 -0.02 0.03 -0.4981
C -0.377 0.651 -5.486 -0.01 0.00 -0.03 0.8398
C -1.166 0.409 -6.606 0.00 0.00 0.01 -0.7284
C -2.255 -0.433 -6.473 0.00 0.01 0.00 -0.5967
C -2.557 -1.022 -5.241 0.00 0.00 -0.01 -0.9085
C -1.773 -0.776 -4.132 0.01 0.02 0.04 0.7007
C -0.668 0.067 -4.250 0.00 -0.01 -0.01 -1.3797
N 0.209 0.391 -3.224 0.00 0.04 -0.01 0.5958
C 1.146 1.195 -3.624 0.00 0.01 -0.05 -0.2306
C 2.229 1.731 -2.775 0.01 0.01 0.00 1.0116
C 3.197 2.547 -3.379 -0.03 -0.02 0.00 -1.0260
C 4.214 3.095 -2.621 0.00 0.01 -0.01 -0.8664
C 4.249 2.826 -1.257 0.01 0.01 0.01 -0.8767
C 3.277 2.013 -0.688 -0.01 -0.02 0.01 -0.8552
C 2.221 1.415 -1.400 -0.07 0.00 0.06 1.0794
H -0.932 0.867 -7.558 -0.01 -0.01 0.00 0.3979
H -2.882 -0.638 -7.330 0.00 0.00 0.00 0.4179
H -3.415 -1.679 -5.157 0.00 0.00 -0.01 0.6233
H -2.010 -1.216 -3.173 -0.01 -0.03 -0.01 0.2179
H 3.162 2.762 -4.442 0.01 0.00 0.00 0.3435
H 4.962 3.727 -3.082 0.00 0.00 0.00 0.3776
H 5.032 3.259 -0.643 0.00 0.00 0.01 0.4053
H 3.350 1.865 0.392 0.01 0.00 0.00 -0.0552
C 4.203 2.670 7.084 0.00 0.01 -0.02 -1.1985
Ge 3.363 3.012 5.344 0.00 0.00 0.02 0.5920
C 2.443 4.736 5.388 -0.01 -0.02 0.00 -1.1798
C 4.718 3.030 3.938 -0.01 -0.01 0.00 -1.0922
C 2.104 1.564 4.926 0.03 0.03 -0.05 -1.0637
Se 1.136 1.916 3.256 -0.05 -0.01 0.02 0.1099
C -0.423 2.741 4.068 0.03 -0.01 0.01 -0.7330
H 4.921 3.455 7.322 0.00 -0.01 0.01 0.3480
H 4.730 1.715 7.075 0.00 0.00 0.01 0.3559
H 3.453 2.641 7.876 0.00 0.00 0.00 0.3586
H 3.160 5.534 5.580 0.00 0.00 0.00 0.3943
H 1.685 4.762 6.172 0.00 0.00 0.00 0.3344
H 1.963 4.928 4.428 -0.01 0.00 0.00 0.3223
H 5.398 3.873 4.066 0.00 0.00 0.00 0.3937
H 4.238 3.119 2.962 0.00 0.01 -0.01 0.2629
H 5.306 2.111 3.954 0.00 0.00 -0.01 0.3348
H 1.368 1.393 5.712 0.01 0.00 0.01 0.5078
H 2.658 0.633 4.788 -0.01 -0.01 0.00 0.3638
H -0.123 3.614 4.643 0.00 0.01 0.00 0.3180
H -0.925 2.022 4.712 0.00 0.01 0.00 0.3036
H -1.065 3.026 3.240 0.01 0.00 -0.01 -0.1250
C -2.637 8.437 0.040 0.00 0.00 0.00 -1.4924
C -2.358 6.957 0.068 0.02 0.00 0.00 0.6499
C -3.393 6.033 0.057 0.00 -0.01 0.00 -1.0629
C -3.146 4.664 0.043 -0.01 -0.01 0.01 0.9398
C -4.298 3.693 0.004 0.02 0.01 0.03 -1.3882
C -1.825 4.216 0.071 0.01 -0.02 -0.02 0.3816
C -0.763 5.125 0.092 0.01 0.01 0.00 1.0675
C 0.669 4.656 0.101 -0.03 -0.01 -0.02 -0.9000
C -1.051 6.484 0.079 -0.02 0.02 0.02 -1.1823
C -1.540 2.733 0.076 0.00 0.14 0.04 1.4518
O -1.940 2.042 -0.892 0.01 0.08 -0.06 -0.9709
O -0.901 2.261 1.057 -0.05 -0.02 0.08 -0.6926
H -3.676 8.646 0.294 0.00 0.00 0.00 0.3604
H -2.449 8.851 -0.953 0.00 0.00 0.00 0.2852
H -1.999 8.973 0.744 0.00 0.00 0.00 0.3617
H -4.421 6.383 0.051 0.00 0.00 0.00 0.2970
H -5.246 4.218 0.120 0.00 0.00 0.00 0.4130
H -4.219 2.952 0.803 0.00 0.00 -0.01 0.2716
H -4.306 3.148 -0.940 -0.01 0.00 -0.01 0.2375
H 0.907 4.129 1.025 0.00 0.02 0.01 -0.0627
H 1.349 5.501 -0.009 0.00 0.00 -0.01 0.4315
H 0.866 3.953 -0.713 0.01 0.00 0.01 0.0407
H -0.229 7.194 0.081 0.00 0.00 0.00 0.3789
O -6.280 -6.133 -4.429 -0.01 0.01 -0.01 -0.6770
S -7.325 -5.421 -5.137 -0.02 -0.03 0.01 1.1986
O -7.019 -5.103 -6.522 0.00 0.01 0.01 -0.6852
O -8.669 -5.906 -4.896 0.02 0.01 0.00 -0.6955
C -7.330 -3.763 -4.375 0.03 0.02 -0.02 -0.0011
N -8.349 -2.951 -4.675 0.00 -0.04 0.00 -0.5049
C -8.312 -1.742 -4.144 0.00 0.03 -0.01 -0.3715
C -7.284 -1.303 -3.321 -0.01 0.00 0.01 -0.6891
C -6.274 -2.217 -3.075 0.01 0.00 -0.01 0.3582
N -6.302 -3.439 -3.601 0.01 0.00 0.01 -0.2604
C -5.080 -1.914 -2.234 -0.04 -0.03 -0.01 1.1045
C -4.151 -2.923 -1.981 -0.01 0.01 -0.02 -0.8673
C -3.026 -2.617 -1.243 0.08 0.03 0.00 -0.2389
N -2.756 -1.400 -0.754 -0.20 -0.06 0.02 0.4439
C -3.664 -0.444 -0.979 -0.04 -0.05 -0.05 -0.7392
C -4.827 -0.658 -1.702 0.03 0.00 -0.04 -0.9041
H -9.140 -1.082 -4.388 0.00 0.00 0.00 0.4089
H -7.290 -0.305 -2.909 -0.01 0.00 0.01 0.4112
H -4.325 -3.912 -2.383 0.02 0.00 0.01 0.7097
H -2.276 -3.378 -1.056 -0.03 -0.02 0.00 -0.0526
H -3.420 0.545 -0.615 -0.02 0.01 0.03 0.6985
H -5.499 0.172 -1.867 0.01 0.02 0.01 0.3196
```
Forces are in eV/Å.

Multiplicity: 1
HOMO-LUMO gap (eV): 6.9
Strongest force on any atom (Eh/bohr): 0.0073
Molecular weight (g/mol): 1119.0
Charge: -1
LUMO energy (eV): 1.395
Energy above the lowest of the compared OMol25 structures with the same formula, charge and spin (kcal/mol): 0.0

***

Record 4
Density functional theory data (ωB97M-V/def2-TZVPD) for a molecular structure, C27H18Cl2MnN5O5.

Structure (XYZ):
```
58
Properties=species:S:1:pos:R:3:forces:R:3:mulliken_charge:R:1
Mn -0.031 -0.193 -0.628 0.11 0.48 0.18 1.2018
O -5.813 -0.249 3.530 0.28 0.44 0.14 -0.7316
C -4.775 0.393 3.803 -0.07 -0.55 0.59 0.4224
O -4.421 0.995 4.842 -0.30 -0.06 -0.50 -0.7395
C -3.697 0.345 2.703 0.06 0.20 -0.21 -0.5191
C -2.553 1.133 2.800 -0.01 0.02 0.15 -0.7854
C -1.621 1.074 1.781 0.22 0.29 0.10 0.1405
N -1.770 0.271 0.741 0.17 -0.06 -0.18 0.5192
C -2.876 -0.437 0.601 -0.12 -0.28 -0.34 0.2308
C -3.871 -0.432 1.566 -0.17 -0.08 0.02 -0.7343
C -2.934 -1.138 -0.720 -0.12 0.22 0.31 0.8493
C -3.876 -2.096 -1.041 -0.18 -0.12 -0.02 -0.7856
C -3.846 -2.651 -2.311 -0.09 -0.06 0.05 -0.5014
C -2.887 -2.229 -3.214 0.01 0.06 -0.04 -0.7239
C -1.969 -1.276 -2.802 0.04 0.03 -0.05 -0.0668
N -1.996 -0.744 -1.585 0.46 -0.06 0.03 0.0177
C -0.437 1.970 1.638 -0.29 -0.09 0.17 0.7162
C 0.080 2.731 2.679 -0.03 0.06 0.09 -0.7156
C 1.106 3.618 2.408 0.01 0.03 0.13 -0.4398
C 1.576 3.734 1.111 0.02 0.02 -0.11 -0.7973
C 1.021 2.914 0.142 0.04 -0.02 -0.09 -0.2701
N 0.054 2.037 0.398 0.26 -0.15 -0.29 -0.1184
H -2.459 1.780 3.664 -0.02 -0.04 -0.06 0.4954
H -4.797 -0.988 1.469 0.08 0.07 0.03 0.5357
H -4.607 -2.412 -0.306 0.05 0.02 -0.07 0.3785
H -4.560 -3.418 -2.585 0.02 0.02 0.01 0.4146
H -2.825 -2.646 -4.211 0.00 0.02 0.05 0.4178
H -1.167 -0.933 -3.447 0.00 -0.03 0.07 0.4530
H -0.326 2.630 3.677 0.01 0.01 -0.03 0.4309
H 1.527 4.224 3.202 -0.01 -0.01 0.00 0.4278
H 2.362 4.432 0.850 -0.05 -0.05 0.01 0.4412
H 1.366 2.945 -0.886 0.01 -0.04 0.04 0.5028
N 0.345 -1.426 1.445 -0.03 0.05 -0.05 -0.4393
C -0.322 -2.712 1.226 -0.12 0.29 0.08 -0.6037
C -0.221 -3.107 -0.241 0.13 0.17 -0.47 0.4760
O -0.503 -4.262 -0.542 0.08 0.18 -0.09 -0.7643
O 0.155 -2.165 -1.040 0.11 -0.31 0.06 -0.5571
H 1.344 -1.552 1.364 0.05 -0.14 0.01 0.3250
H 0.153 -1.060 2.370 -0.07 0.00 0.05 0.1651
H -1.381 -2.607 1.470 0.00 0.00 0.04 0.2025
H 0.077 -3.521 1.831 0.03 -0.16 0.10 0.4386
Cl 1.619 0.515 -5.272 0.10 0.01 0.08 -0.2458
C 2.596 0.475 -3.832 0.23 0.08 -0.25 0.1923
C 3.994 0.533 -3.954 -0.24 0.01 -0.25 -0.5005
C 4.802 0.523 -2.857 0.09 0.01 0.19 0.5152
Cl 6.539 0.629 -3.055 -0.12 -0.01 0.03 -0.2925
C 4.240 0.430 -1.563 0.07 0.00 0.00 -0.0532
C 4.972 0.429 -0.356 0.11 0.02 -0.06 -0.8351
C 4.316 0.333 0.836 -0.15 0.00 0.16 -1.3860
C 2.912 0.209 0.836 0.23 0.11 0.17 -0.1576
N 2.206 0.205 -0.263 -0.42 -0.30 -0.10 0.5047
C 2.835 0.337 -1.458 -0.03 -0.03 0.09 0.2437
C 1.953 0.406 -2.599 -0.10 0.00 0.04 0.3737
O 0.688 0.419 -2.436 -0.34 -0.29 0.10 -1.0128
H 4.433 0.597 -4.942 -0.06 -0.01 0.05 0.4369
H 6.049 0.515 -0.392 0.00 -0.02 0.00 0.4144
H 4.855 0.342 1.776 -0.04 -0.01 -0.06 0.4095
H 2.363 0.132 1.772 0.10 0.05 -0.07 0.4834
```
Forces are in eV/Å.

Multiplicity: 2
HOMO-LUMO gap (alpha / beta) (eV): 7.2 / 7.1
Strongest force on any atom (Eh/bohr): 0.0157
Molecular weight (g/mol): 618.3
Charge: -1
LUMO energy (alpha / beta) (eV): 1.864 / 1.853
Energy above the lowest of the compared OMol25 structures with the same formula, charge and spin (kcal/mol): 29.5